[1]
Density functional theory data (ωB97M-V/def2-TZVPD) for a structure of composition C16H14Cl2CoN2O3Se2Te2.

Element x y z (Å)
Te  5.03890  -0.00021  -2.53165
Te  4.77786  -2.29523  -1.13475
Se  2.90364  1.06125  -2.36795
Se  3.27398  -1.66567  0.70641
Co  1.57963  -0.24643  -0.51170
Cl  -3.27742  2.84647  -0.62396
Cl  -0.83447  1.62641  -1.71716
O  -0.06629  -2.81542  -4.17994
O  1.52020  1.33031  0.77376
O  0.70591  -1.40805  -1.85123
N  -0.16117  0.16348  1.84323
N  -0.07315  -0.63710  0.71075
C  -2.80939  -3.60337  -1.94237
C  0.86933  3.94907  4.97124
C  1.60299  3.20842  2.80486
C  -0.41047  -2.05873  -1.85267
C  1.65941  4.12419  3.84508
C  -0.03853  1.93790  4.01609
C  0.75406  2.11123  2.88376
C  -1.09088  -1.37420  0.46796
C  0.02024  2.85182  5.05471
C  -0.80566  -2.77394  -3.02762
C  0.71781  1.13537  1.75039
C  -1.96281  -3.52299  -3.05085
C  0.79911  -1.74284  -4.53863
C  -2.29603  1.37153  -0.76030
C  -2.47706  -2.90003  -0.81058
C  -1.30085  -2.13490  -0.74712
H  -2.90084  0.61160  -1.24085
H  -1.90088  -1.37972  1.20100
H  -0.59657  2.70926  5.93371
H  -3.71233  -4.19774  -1.98653
H  1.69246  -1.71190  -3.92027
H  0.29023  -0.77913  -4.46321
H  0.91451  4.66365  5.78441
H  2.21603  3.32048  1.92102
H  -3.12261  -2.92548  0.06074
H  1.06113  -1.93543  -5.57913
H  -2.19304  -4.04741  -3.97065
H  2.32393  4.97693  3.77757
H  -1.99854  1.07850  0.23956
H  -0.69238  1.07803  4.06286

Cartesian forces, eV/Å:
Te 0.203 -0.113 -0.098
Te 0.001 -0.055 0.019
Se -0.163 0.143 0.099
Se -0.044 0.068 -0.052
Co -0.078 -0.183 0.147
Cl -0.022 0.034 -0.026
Cl -0.088 0.060 -0.099
O 0.167 -0.116 0.075
O 0.005 -0.052 -0.076
O 0.049 0.261 0.062
N 0.025 0.000 -0.068
N -0.170 0.008 0.014
C 0.010 0.004 0.009
C -0.017 0.007 0.037
C 0.020 -0.021 -0.011
C 0.028 -0.221 -0.079
C 0.014 0.038 0.012
C -0.003 -0.017 -0.022
C -0.004 -0.048 -0.010
C 0.176 0.006 0.012
C 0.006 0.023 0.005
C -0.166 0.075 -0.015
C -0.047 -0.015 -0.006
C 0.058 0.050 -0.026
C -0.063 0.026 -0.008
C 0.015 -0.019 0.081
C -0.017 -0.030 -0.043
C 0.012 0.047 0.044
H 0.055 -0.021 -0.027
H 0.014 0.018 0.031
H 0.000 0.004 0.001
H -0.004 -0.002 0.004
H 0.000 -0.006 -0.028
H -0.004 0.004 0.019
H 0.002 0.000 -0.004
H -0.005 -0.001 -0.008
H 0.004 0.000 0.009
H -0.003 0.034 -0.003
H -0.011 -0.009 0.006
H 0.001 0.000 -0.003
H 0.040 0.020 0.027
H 0.002 0.000 -0.002

The energy relative to the best compared isomer or geometry (same formula, charge and spin) is 0.0 kJ/mol. Its expectation value of S² is 6.021. The max |F| comes out at 0.0053 hartree/bohr. For the total energy, the calculation gives -8595.5402 hartree. The multiplicity is 5. Its total charge is -1.


[2]
Density functional theory data (ωB97M-V/def2-TZVPD) for a cluster of 2 separate species, C16H14F4O8S in total at a distorted geometry.

Element x y z (Å)
S  1.06771  4.45951  1.69116
F  0.92378  -4.35218  -5.03392
F  3.27944  5.82175  1.43906
F  1.47025  6.91325  0.99800
F  2.19831  5.49503  -0.44097
O  0.19082  -1.05218  -0.05798
O  1.29078  4.42514  3.10688
O  -0.30805  4.80528  1.43841
O  -0.58500  -3.43776  -3.62865
O  1.57052  0.88698  -1.86440
O  -1.96332  -3.26538  -1.85103
O  2.89231  1.76770  2.51520
O  -0.29309  -4.77393  -1.84644
C  0.97338  2.58860  -0.25481
C  1.02353  -0.64759  2.61071
C  -1.10116  -0.80207  -0.65811
C  1.94485  1.64494  1.80248
C  0.71079  -3.99912  -3.74315
C  0.84401  0.07227  0.28353
C  1.21568  -1.39328  3.53728
C  0.62741  -5.20703  -2.84954
C  -2.30140  -1.31364  0.18214
C  2.09975  5.76760  0.85593
C  1.33038  2.81979  1.00234
C  -2.60104  -0.48192  1.46422
C  1.17854  1.15194  -0.76560
C  -1.03952  -3.77919  -2.38898
C  1.24028  0.30739  1.53957
C  -2.39676  1.04286  1.32252
H  1.45657  -3.26184  -3.43869
H  0.22001  -6.07832  -3.36563
H  -2.19559  -2.36733  0.47897
H  -1.11610  -1.35964  -1.60011
H  -2.06995  -0.86892  2.35234
H  1.27940  -2.16173  4.28511
H  0.52593  3.36414  -0.88550
H  -1.28558  0.25032  -0.93506
H  -2.81775  1.44498  0.38469
H  -3.18769  -1.23670  -0.47359
H  -3.67385  -0.63448  1.69492
H  1.58737  -5.47324  -2.41242
H  -1.33174  1.33264  1.35243
H  -2.87423  1.58537  2.15667

Cartesian forces, eV/Å:
S -3.059 -0.618 2.688
F 0.020 0.105 -0.005
F 0.279 0.010 -0.266
F -0.037 0.147 0.168
F 0.332 -0.094 -0.085
O 0.131 0.696 -0.060
O 1.817 -0.083 -0.367
O 0.461 0.079 -1.811
O 0.298 -0.003 0.529
O -0.131 0.104 -0.268
O -0.048 -0.493 -0.319
O -0.014 0.176 0.200
O -0.027 0.279 -0.310
C -0.075 -0.508 -0.172
C 1.318 0.627 -0.234
C -1.324 -0.822 -0.776
C -0.481 -0.128 -0.099
C -0.100 -0.132 -0.505
C -0.186 0.504 0.011
C -0.520 -0.318 -0.147
C 0.329 -0.394 0.303
C 0.371 0.802 0.653
C -0.140 -0.325 0.064
C 0.799 -0.065 -0.252
C -0.535 0.195 -0.024
C -0.713 -0.012 0.697
C -0.440 -0.120 0.173
C -0.241 0.174 0.520
C 0.181 0.096 0.233
H 0.015 0.008 -0.143
H -0.016 0.141 -0.173
H 0.136 0.339 -0.406
H 0.128 0.335 0.300
H 0.059 0.214 -0.487
H -0.018 0.405 -0.150
H 0.327 -0.407 -0.025
H 0.492 -0.182 0.426
H 0.050 -0.222 0.308
H 0.467 -0.113 0.083
H 0.447 -0.048 -0.062
H -0.113 0.082 0.198
H -0.375 -0.173 -0.074
H 0.133 -0.258 -0.335

The max |F| comes out at 0.0801 hartree/bohr. For the total energy, the calculation gives -2017.4884 hartree.


[3]
Density functional theory data (ωB97M-V/def2-TZVPD) for the molecule C16H14F6N2O2S at a distorted geometry.

Element x y z (Å)
S  1.15886  -1.67968  -0.91881
F  -1.25276  -4.57265  -2.48713
F  1.06279  -6.54593  0.27263
F  -2.24174  -4.89146  -0.57067
F  -1.00910  -6.42660  -1.39983
F  -0.69887  -5.66483  1.55991
F  1.33257  -4.82438  1.56103
O  1.31654  -4.43933  -1.32935
O  2.44292  1.04542  -0.59359
N  -0.84388  -1.06967  0.51729
N  0.22778  0.90659  0.02970
C  0.16818  -0.48081  -0.12681
C  1.67273  3.24491  -0.00689
C  0.43221  -5.38035  0.70647
C  -1.06198  -5.02109  -1.24004
C  -2.83113  2.96415  -0.82594
C  -1.56617  2.29166  -1.06873
C  0.16129  -4.44291  -0.49201
C  0.19611  -2.95820  -0.18660
C  -1.45320  1.80420  1.36929
C  -0.86966  -2.39739  0.50797
C  1.43125  1.66117  -0.20848
C  -0.97794  1.68967  0.04656
C  -2.60605  2.58146  1.51556
C  2.20515  3.46623  1.47246
C  -3.23791  3.14483  0.43951
C  2.78784  3.84031  -1.03557
H  0.75448  3.78438  -0.09308
H  -3.49655  3.30058  -1.65361
H  1.89830  -3.62767  -1.22996
H  2.80872  3.27779  -1.97438
H  -1.60223  -2.94122  1.02820
H  -4.17138  3.68888  0.68776
H  2.46210  4.80958  -1.30622
H  3.20831  2.99064  1.37937
H  1.54522  2.96017  2.20039
H  -3.23323  2.44228  2.39014
H  -1.18677  2.06227  -2.01834
H  3.78838  3.81405  -0.58451
H  2.31603  4.47211  1.58677
H  -1.03719  1.12086  2.07953

Cartesian forces, eV/Å:
S -0.398 0.469 0.623
F 0.572 0.510 0.902
F -1.897 1.754 0.846
F 1.171 0.891 -0.107
F 0.900 1.998 0.430
F 2.347 0.369 -2.585
F -0.798 -0.134 -0.858
O 0.946 -1.459 -0.919
O -2.046 0.567 0.809
N 0.182 2.286 0.197
N 2.389 2.002 -2.129
C -1.914 -1.920 1.493
C 0.710 -1.043 0.284
C 1.102 -1.560 2.648
C -2.159 -2.642 -1.392
C 1.856 -0.373 -2.779
C -2.074 -0.198 2.450
C 2.519 1.751 -0.868
C -4.049 0.332 1.451
C -1.725 0.977 -1.940
C 3.003 0.356 -1.744
C 2.702 -0.917 -1.249
C -0.074 0.253 1.481
C 0.578 -2.037 1.338
C -0.023 -3.933 -2.327
C -1.853 1.105 1.201
C -1.391 -2.183 0.918
H -0.669 0.285 -0.331
H 0.964 -0.173 0.554
H -1.164 -1.846 0.178
H 0.039 -0.149 0.303
H -0.905 -0.536 0.502
H 0.538 -0.446 -0.562
H -0.023 1.257 0.030
H -0.611 0.237 0.904
H 0.505 0.489 -0.153
H 0.509 0.616 0.472
H 0.370 -0.008 -1.302
H -0.399 0.126 -0.140
H 0.181 2.759 0.781
H 0.088 0.170 0.591

The energy relative to the best compared isomer or geometry (same formula, charge and spin) is 290.5 kJ/mol. The max |F| comes out at 0.0889 hartree/bohr. For the total energy, the calculation gives -1875.3971 hartree.


[4]
Density functional theory data (ωB97M-V/def2-TZVPD) for a structure of composition C16H14N2O6SSc at a distorted geometry.

Element x y z (Å)
Sc  -0.90400  -0.67640  -0.07843
S  -3.20086  3.18355  2.12161
O  -1.50066  -2.04730  -1.25509
O  -1.00031  -3.60228  -2.80516
O  -2.18940  4.02139  2.70825
O  -4.55885  3.37146  2.52998
O  -3.04079  3.02697  0.64857
O  -1.94441  1.10692  -0.76820
N  0.82790  -0.95691  -1.40683
N  -0.51046  -1.91159  1.78697
C  3.38738  1.48670  -0.52736
C  -3.27190  0.51377  1.80749
C  4.43761  1.10402  -1.39336
C  -1.62393  1.23240  3.39106
C  2.83045  -1.75356  -3.14485
C  -1.38954  -0.90147  2.32624
C  3.05776  -0.66547  -2.27633
C  -2.70811  1.50960  2.58336
C  -0.70582  -2.64683  -2.16050
C  2.20065  0.81056  -0.52901
C  -2.58316  -0.67797  1.62140
C  -0.95949  0.01623  3.28033
C  0.64974  -1.97353  -2.24389
C  4.27765  0.05430  -2.24900
C  2.01703  -0.28112  -1.40213
C  1.62734  -2.41077  -3.13643
H  -0.89759  -2.85469  1.77621
H  5.07280  -0.24133  -2.92030
H  1.40822  -3.24625  -3.78512
H  0.38558  -1.94486  2.26729
H  5.36638  1.65644  -1.37640
H  3.61818  -2.06002  -3.82186
H  -0.04865  -0.16415  3.83717
H  3.52391  2.32998  0.13576
H  -4.14805  0.73264  1.21421
H  -2.33862  1.22637  -1.64073
H  -1.23284  2.02178  4.02009
H  -2.98307  -1.36977  0.87307
H  1.39958  1.14361  0.12976
H  -2.34764  1.83758  -0.13789

Cartesian forces, eV/Å:
Sc -0.379 0.681 -1.042
S 0.218 0.345 0.116
O 0.135 0.120 0.157
O 0.041 0.057 -0.042
O 0.012 -0.124 0.005
O -0.057 -0.148 -0.073
O 0.259 -0.504 -0.254
O 0.369 -0.324 0.666
N 0.042 -0.004 0.161
N 0.106 -0.213 0.163
C 0.002 -0.009 -0.003
C 0.151 -0.181 -0.061
C -0.019 -0.004 -0.001
C 0.263 0.137 0.081
C -0.011 -0.001 -0.007
C -0.052 -0.069 0.171
C 0.012 -0.007 -0.009
C -0.456 0.026 -0.206
C -0.056 -0.043 0.116
C 0.047 0.062 0.051
C -0.460 0.031 0.258
C 0.140 -0.018 -0.337
C -0.019 0.030 -0.020
C -0.027 0.009 0.017
C -0.011 -0.009 -0.041
C 0.007 0.026 0.011
H -0.060 0.109 -0.009
H 0.015 -0.003 -0.009
H -0.013 0.000 0.000
H -0.084 0.009 -0.016
H 0.006 0.003 0.003
H 0.007 -0.002 0.000
H -0.001 -0.037 0.054
H 0.006 0.006 0.000
H -0.106 -0.022 0.025
H 0.010 0.110 -0.004
H 0.026 0.002 0.027
H 0.046 -0.356 0.290
H -0.010 -0.034 -0.046
H -0.098 0.346 -0.190

The energy relative to the best compared isomer or geometry (same formula, charge and spin) is 0.0 kJ/mol. The max |F| comes out at 0.0253 hartree/bohr. For the total energy, the calculation gives -2337.8926 hartree. Its total charge is +1.